Below is 2 unconnected molecules or ions with the total composition C5H12OS2, with properties calculated with ωB97M-V/def2-TZVPD.

The geometry in XYZ format:
```
20
Properties=species:S:1:pos:R:3:mulliken_charge:R:1
H 2.83297 2.30306 -0.72413 0.1424
H 2.00740 -1.49792 1.25120 0.3372
H 2.04894 -1.29006 -0.45729 0.3312
H -1.33089 -2.76273 0.26181 0.3681
C -1.73537 -0.98195 0.04789 -0.3337
H -1.06110 1.73383 -0.74368 0.1577
S 2.45514 1.74438 0.44990 -0.2325
C 0.41712 -0.26475 0.67664 -0.2608
C 0.80265 0.99039 -0.08037 0.0816
H 0.16800 -0.08631 1.72388 0.4413
H 0.82790 -2.38438 0.10216 0.2233
C 1.35803 -1.39883 0.38488 -1.0929
C -0.30920 2.01224 0.01075 -0.9284
H -2.58332 -0.35434 0.42671 0.3806
H 1.01105 0.84463 -1.15734 0.2738
H -2.64130 -0.31128 -1.92997 0.1334
S -1.55802 -1.04726 -1.73516 -0.1741
H -0.76413 1.83735 1.08035 0.2291
O -1.85544 -2.14263 0.70879 -0.4342
H -0.09040 3.05658 -0.29702 0.3569
```

Summary:
Multiplicity ... 1
Total charge ... 0
Energy ... -29094.148 eV